87
Properties=species:S:1:pos:R:3 method="wB97M-V/def2-TZVPD" total_charge=+2 e_lumo_ev="-4.477 / -4.901" fmax_ev_per_a=1.23 spin_multiplicity=4 s2=3.819 de_lowest_ev=0.7624 e_homo_ev="-12.6 / -12.5" molar_mass_da=728.7 orbital_gap_ev="8.1 / 7.6"
Tc 0.846 -0.078 0.142
C -2.786 -1.609 -1.220
O -1.725 -0.924 -0.550
C -0.499 -1.387 -0.497
C -0.222 -2.767 -0.996
H -2.488 -1.912 -2.226
H -3.606 -0.897 -1.289
H -3.104 -2.480 -0.645
H -0.913 -3.491 -0.562
H 0.795 -3.066 -0.757
H -0.351 -2.797 -2.080
C 1.769 5.916 0.521
N 0.699 5.011 0.198
N 0.902 3.655 0.118
C -0.179 3.064 -0.513
O -0.298 1.828 -0.650
C -1.028 4.134 -0.882
C -0.444 5.305 -0.457
C -0.903 6.703 -0.623
C 1.829 2.932 0.894
C 2.583 1.946 0.251
C 3.408 1.123 1.013
C 3.477 1.287 2.391
C 2.747 2.288 3.012
C 1.916 3.112 2.269
H 2.588 5.360 0.972
H 1.423 6.669 1.226
H 2.135 6.420 -0.376
H -1.951 4.029 -1.413
H -1.944 6.712 -0.931
H -0.318 7.212 -1.390
H -0.795 7.268 0.301
H 2.601 1.913 -0.832
H 4.039 0.398 0.519
H 4.103 0.633 2.977
H 2.814 2.426 4.078
H 1.327 3.880 2.751
N 3.490 -1.104 -4.491
C 3.850 -1.144 -3.068
C 2.479 -0.946 -2.338
O 1.517 -0.876 -3.120
O 2.479 -0.874 -1.102
H 3.875 -0.312 -5.003
H 2.359 -0.985 -4.312
H 3.693 -1.963 -4.998
H 4.541 -0.354 -2.781
H 4.274 -2.100 -2.769
C -1.976 1.427 5.609
C -1.430 2.742 5.063
C -2.270 3.343 3.934
C -2.025 2.716 2.556
N -2.535 1.373 2.450
C -1.813 0.240 2.401
Se 0.057 0.146 2.480
N -2.635 -0.823 2.388
C -2.215 -2.200 2.486
C -2.072 -2.628 3.949
C -1.538 -4.054 4.077
C -2.568 -5.115 3.713
C -3.936 -0.368 2.440
C -5.156 -1.031 2.489
C -6.293 -0.252 2.572
C -6.228 1.142 2.597
C -5.022 1.812 2.542
C -3.872 1.036 2.471
H -1.425 1.141 6.500
H -1.876 0.619 4.888
H -3.025 1.529 5.878
H -0.406 2.588 4.715
H -1.399 3.462 5.882
H -2.038 4.405 3.844
H -3.326 3.261 4.191
H -0.951 2.672 2.358
H -2.505 3.325 1.784
H -1.246 -2.300 1.984
H -2.954 -2.819 1.977
H -3.040 -2.555 4.447
H -1.381 -1.940 4.443
H -1.230 -4.208 5.112
H -0.651 -4.165 3.450
H -3.464 -4.996 4.315
H -2.161 -6.103 3.907
H -2.843 -5.068 2.662
H -5.218 -2.107 2.481
H -7.258 -0.730 2.628
H -7.142 1.710 2.669
H -4.981 2.889 2.562

86
Properties=species:S:1:pos:R:3 method="wB97M-V/def2-TZVPD" total_charge=+3 e_lumo_ev="-7.628 / -10.360" fmax_ev_per_a=0.74 spin_multiplicity=6 s2=8.800 de_lowest_ev=1.9863 e_homo_ev="-13.7 / -16.1" molar_mass_da=907.7 orbital_gap_ev="6.0 / 5.8"
Ir -0.098 -0.874 0.450
C 3.756 0.562 -3.926
C 4.355 1.442 -2.991
C 3.568 1.889 -1.941
C 2.301 1.377 -1.708
N 1.868 0.231 -2.436
C 2.558 0.000 -3.649
C 1.327 2.148 -0.917
C 1.401 3.544 -1.034
C 0.521 4.344 -0.343
C -0.433 3.738 0.458
C -0.469 2.356 0.525
N 0.394 1.569 -0.144
C -1.384 1.693 1.485
C -2.398 2.363 2.153
C -3.039 1.753 3.219
C -2.646 0.480 3.606
C -1.693 -0.165 2.849
N -1.099 0.417 1.797
H 4.231 0.358 -4.876
H 5.350 1.831 -3.148
H 3.928 2.695 -1.313
H 2.058 -0.651 -4.350
H 2.124 3.983 -1.705
H 0.567 5.421 -0.430
H -1.115 4.342 1.035
H -2.677 3.364 1.863
H -3.816 2.278 3.757
H -3.076 -0.012 4.466
H -1.388 -1.177 3.075
C -1.399 -4.382 1.483
As -0.041 -3.400 0.512
C 1.545 -4.155 1.341
C -0.238 -4.215 -1.267
C 0.878 -4.047 -2.307
C 2.174 -4.737 -1.859
C 1.157 -2.581 -2.678
As 1.768 -1.288 -1.321
C -1.343 -0.588 -1.241
C 3.662 -1.639 -1.052
C 0.484 -4.811 -3.605
As -1.219 -4.487 -4.504
C -2.702 -5.445 -3.739
C -1.670 -2.658 -4.907
H -1.086 -5.424 1.543
H -2.357 -4.293 0.980
H -1.483 -3.969 2.486
H 1.657 -5.200 1.056
H 1.395 -4.092 2.417
H 2.447 -3.601 1.090
H -1.170 -3.772 -1.636
H -0.428 -5.278 -1.093
H 2.592 -4.260 -0.977
H 2.928 -4.694 -2.647
H 2.000 -5.787 -1.620
H 0.263 -2.099 -3.080
H 1.928 -2.567 -3.450
H -0.783 -0.232 -2.106
H -2.074 0.174 -0.969
H -1.886 -1.504 -1.479
H 4.140 -1.753 -2.024
H 3.828 -2.531 -0.452
H 4.093 -0.780 -0.541
H 0.456 -5.885 -3.409
H 1.243 -4.648 -4.374
H -2.365 -6.437 -3.446
H -3.482 -5.530 -4.493
H -3.087 -4.901 -2.875
H -0.813 -2.170 -5.365
H -1.966 -2.135 -3.995
H -2.503 -2.670 -5.608
C 2.503 0.307 2.038
C 1.424 -0.729 2.015
O 1.153 -1.506 2.869
H 3.251 0.050 2.788
H 2.023 1.251 2.311
H 2.942 0.441 1.052
C -6.213 -3.129 1.873
C -5.620 -1.740 1.614
C -4.216 -1.801 1.211
N -3.108 -1.858 0.904
H -7.253 -3.025 2.171
H -5.680 -3.641 2.672
H -6.177 -3.744 0.975
H -5.675 -1.121 2.511
H -6.169 -1.217 0.829

85
Properties=species:S:1:pos:R:3 method="wB97M-V/def2-TZVPD" total_charge=+2 e_lumo_ev=-8.071 fmax_ev_per_a=3.64 spin_multiplicity=1 de_lowest_ev=2.3374 e_homo_ev=-11.2 molar_mass_da=658.7 orbital_gap_ev=3.1
N -6.835 5.401 -5.690
C -6.631 5.997 -4.516
C -5.813 5.473 -3.501
C -5.131 4.239 -3.731
C -5.445 3.584 -4.949
C -6.253 4.226 -5.899
C -4.142 3.648 -2.788
Ca 0.252 1.544 1.378
P 6.087 -0.919 -0.076
C -3.291 2.638 -3.150
C -2.357 1.910 -2.325
C -1.262 1.221 -2.892
C -0.355 0.521 -2.086
C -0.652 0.357 -0.729
C -1.662 1.148 -0.141
C -2.517 1.921 -0.936
Br 1.859 -0.549 1.087
H -4.085 4.073 -1.794
H -3.310 2.396 -4.209
H -5.663 6.044 -2.574
H -5.017 2.603 -5.205
H -7.136 6.951 -4.373
H -6.418 3.739 -6.858
H -1.061 1.279 -3.970
H -3.295 2.536 -0.453
H 0.538 0.099 -2.578
H -1.930 1.213 0.942
P -0.359 -1.963 0.010
C 5.571 0.810 0.150
C 6.722 1.722 -0.294
H 5.359 0.934 1.221
H 4.665 0.958 -0.453
H 6.571 2.733 0.094
H 7.696 1.366 0.071
H 6.800 1.788 -1.386
C 5.387 -1.378 -1.699
C 6.164 -2.540 -2.326
H 5.483 -0.479 -2.325
H 4.328 -1.621 -1.523
H 5.894 -2.632 -3.382
H 7.250 -2.385 -2.278
H 5.942 -3.499 -1.843
C 5.191 -1.942 1.137
C 5.989 -2.147 2.425
H 5.037 -2.910 0.642
H 4.228 -1.461 1.356
H 5.448 -2.839 3.078
H 6.981 -2.576 2.233
H 6.137 -1.210 2.973
C -0.257 -3.462 1.133
C -1.373 -4.526 1.171
H -0.144 -3.020 2.144
H 0.712 -3.951 0.898
H -2.300 -4.126 1.595
H -1.579 -4.976 0.192
H -1.035 -5.334 1.832
C 0.798 -2.583 -1.319
C 0.276 -2.565 -2.749
H 1.103 -3.604 -1.023
H 1.685 -1.934 -1.236
H -0.486 -3.332 -2.920
H -0.141 -1.594 -3.021
H 1.110 -2.754 -3.437
C -2.015 -2.204 -0.777
C -3.132 -1.779 0.176
H -2.103 -3.259 -1.106
H -2.005 -1.541 -1.659
H -3.881 -1.182 -0.353
H -3.662 -2.637 0.597
H -2.790 -1.165 1.018
N -0.431 0.826 7.981
C 0.089 0.628 6.746
O 1.295 0.528 6.554
C -0.896 0.539 5.618
C -2.295 0.633 5.756
C -3.078 0.606 4.601
C -2.469 0.558 3.345
N -1.118 0.589 3.201
C -0.356 0.440 4.323
H 0.199 0.974 8.752
H -1.412 1.037 8.143
H -2.772 0.711 6.734
H -4.170 0.653 4.654
H -3.049 0.522 2.415
H 0.719 0.265 4.161